{"formula": "C26H36BrN3O2Pt", "method": "ωB97M-V/def2-TZVPD", "multiplicity": 5, "s_squared": 6.012, "gap_ev": [8.5, 6.4], "e_homo_ev": [-14.5, -15.7], "de_lowest_kj_mol": 1.6, "total_charge": 2, "energy_ha": -4019.76251, "elements": ["Pt", "C", "C", "C", "C", "C", "C", "C", "C", "C", "C", "C", "C", "C", "C", "C", "C", "C", "H", "H", "H", "H", "H", "H", "H", "H", "H", "H", "H", "H", "H", "H", "H", "H", "H", "H", "H", "H", "H", "H", "H", "H", "H", "H", "H", "H", "H", "Br", "C", "C", "C", "C", "C", "N", "C", "O", "O", "H", "H", "H", "N", "C", "C", "N", "C", "H", "H", "H", "H"], "positions_angstrom": [[0.44, 0.44, -0.29], [-0.45, 2.04, -1.54], [-0.85, 2.70, -0.29], [-2.24, 2.35, -0.08], [-2.68, 1.72, -1.26], [-1.64, 1.56, -2.19], [-1.73, 1.15, -3.63], [-1.56, 2.45, -4.45], [-0.59, 0.19, -3.99], [-3.08, 0.52, -3.95], [-3.16, 2.58, 1.10], [-2.53, 2.08, 2.41], [-4.48, 1.81, 0.91], [-3.53, 4.08, 1.17], [0.02, 3.79, 0.28], [-0.11, 4.08, 1.78], [1.51, 3.57, -0.01], [-0.44, 5.04, -0.52], [0.43, 2.35, -2.10], [-3.70, 1.42, -1.44], [-0.57, 2.89, -4.32], [-2.31, 3.20, -4.18], [-1.68, 2.22, -5.50], [0.39, 0.57, -3.70], [-0.58, 0.04, -5.07], [-0.75, -0.79, -3.53], [-3.90, 1.24, -3.83], [-3.29, -0.34, -3.31], [-3.09, 0.18, -4.98], [-2.89, 1.08, 2.65], [-2.81, 2.73, 3.24], [-1.44, 2.03, 2.38], [-4.30, 0.75, 0.72], [-5.09, 2.22, 0.10], [-5.06, 1.88, 1.82], [-2.68, 4.72, 1.40], [-4.28, 4.22, 1.95], [-3.97, 4.41, 0.23], [0.31, 3.27, 2.38], [-1.14, 4.25, 2.10], [0.46, 4.98, 2.00], [1.90, 2.64, 0.42], [2.08, 4.37, 0.45], [1.76, 3.58, -1.07], [-1.47, 5.32, -0.29], [-0.35, 4.89, -1.60], [0.21, 5.88, -0.24], [-2.15, -1.86, -0.70], [-0.44, -2.39, -1.28], [-0.24, -3.63, -1.85], [1.04, -3.96, -2.27], [2.07, -3.05, -2.11], [1.79, -1.83, -1.53], [0.55, -1.51, -1.13], [2.87, -0.79, -1.28], [4.00, -0.96, -1.64], [2.46, 0.31, -0.64], [-1.07, -4.32, -1.95], [1.22, -4.92, -2.72], [3.09, -3.25, -2.42], [1.26, -0.35, 3.72], [0.02, -0.92, 3.74], [-0.51, -0.72, 2.50], [0.42, -0.02, 1.75], [1.48, 0.18, 2.52], [1.92, -0.33, 4.49], [-0.38, -1.42, 4.61], [-1.46, -1.01, 2.11], [2.39, 0.67, 2.22]], "mulliken_spin": [1.6363, 0.1086, 0.5563, 0.2366, 0.2736, 0.0708, 0.1526, 0.0605, 0.0470, 0.0196, 0.0368, 0.0359, 0.0146, 0.0356, -0.0004, 0.0143, 0.0445, 0.0682, -0.0614, -0.0061, -0.0059, 0.0018, 0.0057, -0.0002, -0.0012, -0.0119, -0.0012, -0.0043, -0.0003, -0.0022, 0.0008, -0.0070, -0.0077, 0.0009, 0.0005, -0.0037, 0.0018, 0.0014, -0.0023, 0.0013, -0.0004, -0.0261, 0.0044, 0.0013, -0.0097, -0.0002, 0.0072, 0.0148, 0.0042, 0.0023, 0.0022, -0.0046, -0.0186, 0.1801, 0.0226, 0.0521, 0.2966, 0.0017, -0.0005, 0.0028, 0.0062, 0.0039, -0.0027, 0.1381, 0.0054, 0.0020, 0.0013, 0.0020, 0.0015]}